(1)
Formula: C6H9Cl2FeO3PYb
Source: the OMol25 dataset
Level of theory: ωB97M-V/def2-TZVPD

Element x y z (Å)
Yb (-0.001, -0.439, -5.588)
Fe (0.550, -1.172, 0.873)
Cl (-0.951, 1.712, -5.412)
Cl (1.650, -2.453, -0.479)
C (-0.718, -2.143, 1.734)
C (-0.547, -0.102, -8.067)
C (0.291, -2.299, -7.297)
O (-1.242, -2.661, 2.661)
O (-0.796, -0.001, -9.190)
O (0.422, -3.114, -8.116)
C (0.794, 2.341, 2.278)
P (0.165, 0.636, 2.264)
C (1.057, -0.210, 3.608)
C (-1.517, 0.726, 2.956)
H (1.849, 2.326, 1.965)
H (0.722, 2.783, 3.288)
H (0.209, 2.949, 1.572)
H (0.880, 0.393, 4.507)
H (0.602, -1.205, 3.747)
H (2.134, -0.267, 3.372)
H (-1.480, 1.235, 3.931)
H (-2.197, 1.261, 2.270)
H (-1.877, -0.299, 3.124)

Atoms 1-3, force components in eV/Å:
Yb -0.7 1.4 -1.2
Fe 4.1 1.3 -3.2
Cl 0.6 -1.2 0.2

Results
multiplicity: 7
frontier orbital gap (alpha / beta): 0.29898 / 0.23235 hartree
expectation value of S²: 12.024
charge: +4

***

(2)
Formula: C6H9ClFN3O2
Source: the OMol25 dataset
Level of theory: ωB97M-V/def2-TZVPD

Element x y z (Å)
N (1.557, -0.544, -1.498)
C (1.443, -0.495, 0.036)
Cl (3.001, 0.329, 0.593)
N (1.251, -1.782, 0.557)
C (0.050, -2.409, 0.729)
C (-1.070, -1.716, 0.445)
F (-2.236, -2.314, 0.502)
C (-1.016, -0.280, 0.182)
O (-2.091, 0.432, 0.125)
C (-1.876, 1.880, -0.121)
C (-0.660, 2.362, 0.681)
O (0.362, 1.633, 0.058)
N (0.184, 0.283, 0.165)
H (0.718, -0.156, -1.917)
H (1.748, -1.586, -1.735)
H (2.387, -0.031, -1.976)
H (2.117, -2.367, 0.955)
H (-0.003, -3.448, 0.982)
H (-2.886, 2.346, 0.237)
H (-1.731, 2.048, -1.141)
H (-0.605, 3.496, 0.371)
H (-0.647, 2.318, 1.770)

Atoms 1-3, force components in eV/Å:
N 3.1 -1.5 -2.1
C 0.1 1.1 0.6
Cl -2.1 -1.0 -0.3

Results
SMILES string: [NH3+][C@]1(Cl)[NH+]=CC(F)=C2OCCON21
frontier orbital gap: 0.33500 hartree
charge: +2

***

(3)
Formula: C6H9ClO
Source: the OMol25 dataset
Level of theory: ωB97M-V/def2-TZVPD

Element x y z (Å)
C (-1.504, 2.084, -0.917)
C (-0.926, 1.105, -0.420)
C (-0.694, -0.233, -0.032)
C (-0.809, -0.301, 1.532)
Cl (-2.113, -1.306, -0.649)
C (0.597, -0.757, -0.399)
C (1.851, -0.067, -0.088)
O (0.500, -0.926, -1.748)
H (-2.201, 2.968, -1.086)
H (-0.357, 0.542, 1.944)
H (-0.130, -1.168, 2.031)
H (-1.899, -0.410, 1.965)
H (0.772, -1.700, 0.151)
H (2.665, -0.275, -0.960)
H (2.062, -0.539, 0.946)
H (1.592, 0.957, -0.029)
H (0.595, 0.026, -2.241)

Atoms 1-3, force components in eV/Å:
C 0.2 -0.9 1.6
C -2.9 4.1 -2.7
C -2.3 -0.8 4.4

Results
SMILES string: C#C[C@@](C)(Cl)[C@H](C)O
frontier orbital gap: 0.40030 hartree

***

(4)
Formula: C6H9CuO4
Source: the OMol25 dataset
Level of theory: ωB97M-V/def2-TZVPD

Element x y z (Å)
O (4.317, 1.456, 0.864)
C (3.215, 0.867, 0.648)
O (3.049, -0.314, 1.082)
O (2.323, 1.476, -0.089)
C (1.091, 0.801, -0.409)
Cu (4.607, -0.149, 1.812)
H (1.308, -0.264, -0.559)
H (0.761, 1.277, -1.339)
C (0.052, 1.000, 0.696)
C (-1.264, 0.345, 0.408)
H (-0.105, 2.080, 0.842)
H (0.451, 0.599, 1.641)
H (-1.970, 0.349, 1.245)
C (-1.573, -0.374, -0.679)
C (-2.810, -1.213, -0.786)
O (-2.439, -2.548, -1.095)
H (-0.949, -0.347, -1.578)
H (-3.458, -0.810, -1.584)
H (-3.377, -1.171, 0.160)
H (-3.231, -3.060, -1.281)

Atoms 1-3, force components in eV/Å:
O 0.3 -0.4 0.6
C -3.0 2.7 -3.4
O -1.9 -0.9 -0.3

Results
multiplicity: 2
frontier orbital gap (alpha / beta): 0.21571 / 0.15394 hartree
expectation value of S²: 0.755
charge: +1

***

(5)
Formula: C6H9F2NO
Source: the OMol25 dataset
Level of theory: ωB97M-V/def2-TZVPD

Element x y z (Å)
F (2.004, 1.022, -0.867)
C (1.828, -0.080, -0.047)
F (2.998, -0.300, 0.555)
C (1.183, -1.210, -0.792)
C (-0.055, -1.206, 0.106)
O (-1.208, -1.083, -0.549)
C (-1.991, -0.066, 0.103)
C (-1.328, 1.256, -0.127)
N (-0.068, 1.444, 0.682)
C (0.655, 0.253, 0.881)
H (1.621, -2.107, -0.968)
H (0.864, -0.793, -1.658)
H (-0.034, -2.048, 0.877)
H (-1.903, -0.315, 1.158)
H (-2.873, -0.031, -0.403)
H (-1.033, 1.167, -1.185)
H (-2.061, 2.048, 0.183)
H (0.566, 1.956, 0.071)
H (0.836, 0.093, 1.980)

Atoms 1-3, force components in eV/Å:
F 0.6 -0.1 -0.4
C -0.3 1.1 0.1
F 0.6 -0.3 0.3

Results
SMILES string: FC1(F)C[C@@H]2OCCN[C@@H]21
frontier orbital gap: 0.36681 hartree

***

(6)
Formula: C6H9F3KO4
Source: the OMol25 dataset
Level of theory: ωB97M-V/def2-TZVPD

Element x y z (Å)
K (-29.060, 8.338, 15.242)
O (-30.970, 6.389, 15.676)
C (-32.151, 7.113, 15.498)
C (-33.483, 6.321, 15.808)
O (-33.502, 5.530, 16.912)
H (-32.284, 7.471, 14.452)
H (-32.164, 8.030, 16.127)
H (-34.294, 7.088, 15.828)
H (-33.672, 5.695, 14.905)
C (-26.541, 11.647, 17.825)
C (-27.662, 12.465, 17.205)
O (-28.903, 11.970, 17.737)
C (-29.732, 11.287, 17.015)
O (-29.543, 10.912, 15.881)
C (-31.033, 10.968, 17.810)
F (-31.318, 9.672, 17.808)
F (-30.918, 11.377, 19.072)
F (-32.018, 11.636, 17.188)
H (-25.531, 12.037, 17.709)
H (-26.585, 10.635, 17.424)
H (-26.674, 11.640, 18.909)
H (-27.703, 12.405, 16.121)
H (-27.587, 13.510, 17.495)

Atoms 1-3, force components in eV/Å:
K -1.1 -1.0 0.1
O 0.5 1.3 -0.6
C 0.7 -0.8 0.4

Results
frontier orbital gap: 0.07370 hartree
charge: -1

***

(7)
Formula: C6H9FS
Source: the OMol25 dataset
Level of theory: ωB97M-V/def2-TZVPD

Element x y z (Å)
C (1.879, -1.753, -0.477)
C (1.998, -0.467, -0.160)
F (3.157, 0.004, 0.317)
C (1.028, 0.672, -0.278)
C (-0.282, 0.655, 0.123)
C (-1.229, 1.797, -0.353)
C (-0.896, -0.409, 0.908)
S (-1.756, -1.472, -0.229)
H (2.776, -2.378, -0.402)
H (0.947, -2.180, -0.536)
H (1.544, 1.522, -0.699)
H (-1.959, 1.430, -1.100)
H (-1.814, 2.270, 0.435)
H (-0.778, 2.612, -0.892)
H (-0.027, -0.991, 1.352)
H (-1.578, 0.015, 1.654)
H (-3.011, -1.327, 0.336)

Atoms 1-3, force components in eV/Å:
C 2.5 1.0 1.1
C -1.3 0.5 0.3
F 1.0 0.1 -0.3

Results
SMILES string: C=C(F)/C=C(/C)CS
frontier orbital gap: 0.34575 hartree

***

(8)
Formula: C6H9I
Source: the OMol25 dataset
Level of theory: ωB97M-V/def2-TZVPD

Element x y z (Å)
C (-0.101, -1.419, -0.320)
C (-0.696, -1.071, 0.808)
C (0.476, -0.053, -0.699)
C (-0.181, 0.395, 0.625)
C (2.012, 0.142, -0.764)
C (-0.375, 1.521, 1.293)
I (-3.762, -0.424, -0.870)
H (-0.112, -2.237, -1.014)
H (-1.151, -1.497, 1.693)
H (-0.005, 0.358, -1.684)
H (2.043, 1.228, -0.669)
H (2.364, -0.257, -1.764)
H (2.485, -0.393, 0.040)
H (-2.415, -0.208, -0.029)
H (0.205, 2.409, 1.011)
H (-0.785, 1.505, 2.344)

Atoms 1-3, force components in eV/Å:
C 0.4 0.2 -1.8
C 1.5 2.5 1.1
C -0.9 0.0 -0.9

Results
frontier orbital gap: 0.35884 hartree

***

(9)
Formula: C6H9I
Source: the OMol25 dataset
Level of theory: ωB97M-V/def2-TZVPD

Element x y z (Å)
C (0.980, 2.050, 0.058)
C (0.606, 0.625, 0.030)
C (1.291, -0.481, 0.202)
I (3.174, -0.706, 1.247)
C (0.313, -1.549, -0.167)
C (-0.724, -0.467, -0.617)
C (-2.044, -0.474, 0.180)
H (1.932, 1.986, 0.666)
H (0.221, 2.744, 0.458)
H (1.237, 2.467, -1.047)
H (0.689, -1.914, -1.089)
H (0.230, -2.405, 0.626)
H (-0.800, -0.226, -1.714)
H (-2.727, 0.193, -0.331)
H (-1.911, -0.325, 1.267)
H (-2.469, -1.518, 0.230)

Atoms 1-3, force components in eV/Å:
C 1.1 0.7 -1.7
C -2.6 -1.0 -2.0
C 0.2 -0.3 1.7

Results
SMILES string: CC1=C(I)C[C@H]1C
frontier orbital gap: 0.34698 hartree

***

(10)
Formula: C6H9I
Source: the OMol25 dataset
Level of theory: ωB97M-V/def2-TZVPD

Element x y z (Å)
C (0.284, -1.549, 0.195)
C (0.255, 0.861, -0.453)
C (-0.249, -0.189, 0.415)
C (1.279, -0.535, 0.521)
C (0.337, 0.772, -1.974)
C (-1.306, 0.009, 1.481)
I (2.768, 0.000, 1.911)
H (-0.049, -2.264, 0.883)
H (0.346, -1.972, -0.855)
H (0.137, 1.936, -0.073)
H (-0.352, 1.541, -2.455)
H (0.146, -0.303, -2.275)
H (1.293, 1.195, -2.439)
H (-1.909, -0.823, 1.804)
H (-1.996, 0.749, 0.979)
H (-0.984, 0.571, 2.336)

Atoms 1-3, force components in eV/Å:
C 0.9 -0.2 -3.8
C 1.1 -1.0 0.2
C -0.1 0.0 1.7

Results
frontier orbital gap: 0.30083 hartree

***

(11)
Formula: C6H9IO
Source: the OMol25 dataset
Level of theory: ωB97M-V/def2-TZVPD

Element x y z (Å)
C (-1.303, 0.081, 0.575)
C (-0.659, -1.193, 0.484)
C (-0.913, 1.224, -0.029)
C (1.751, -1.301, -0.058)
C (-1.735, 2.480, -0.310)
C (2.624, -2.382, -0.425)
O (0.526, -1.645, 0.154)
I (2.496, 0.724, 0.079)
H (-2.334, 0.041, 0.931)
H (-1.331, -1.944, 0.460)
H (0.079, 1.204, -0.410)
H (-1.940, 2.693, -1.351)
H (-1.260, 3.366, 0.123)
H (-2.656, 2.598, 0.241)
H (2.108, -3.073, -0.949)
H (3.087, -2.864, 0.521)
H (3.536, -2.164, -0.919)

Atoms 1-3, force components in eV/Å:
C 0.2 0.7 -1.0
C 0.3 2.2 0.7
C -0.9 0.6 -0.1

Results
frontier orbital gap (alpha / beta): 0.27106 / 0.26667 hartree

***

(12)
Formula: C6H9IO2
Source: the OMol25 dataset
Level of theory: ωB97M-V/def2-TZVPD

Element x y z (Å)
C (0.203, -0.872, -2.438)
C (0.087, -1.243, 0.084)
C (0.037, -0.286, -1.049)
C (0.122, 0.388, 1.944)
C (1.330, -0.165, -1.791)
C (-1.702, 1.718, 2.462)
O (0.600, -0.692, 1.391)
O (-1.124, 0.703, 1.812)
I (2.211, 1.584, -2.594)
H (0.404, -1.935, -2.463)
H (-0.348, -0.319, -3.137)
H (-0.864, -1.717, 0.341)
H (0.813, -2.015, 0.074)
H (-0.697, 0.465, -0.986)
H (0.830, 0.978, 2.313)
H (-1.122, 2.443, 3.021)
H (1.967, -0.849, -1.446)
H (-2.745, 1.813, 2.462)

Atoms 1-3, force components in eV/Å:
C 0.6 -0.4 1.3
C -0.6 0.5 2.7
C 1.0 -1.1 0.0

Results
frontier orbital gap (alpha / beta): 0.24970 / 0.27901 hartree

***

Number 1: F_max 13.20 eV Å⁻¹. Number 2: F_max 4.98 eV Å⁻¹. Number 3: F_max 5.75 eV Å⁻¹. Number 4: F_max 5.26 eV Å⁻¹. Number 5: F_max 4.69 eV Å⁻¹. Number 6: F_max 1.66 eV Å⁻¹. Number 7: F_max 3.85 eV Å⁻¹. Number 8: F_max 3.09 eV Å⁻¹. Number 9: F_max 3.51 eV Å⁻¹. Number 10: F_max 3.93 eV Å⁻¹. Number 11: F_max 4.61 eV Å⁻¹. Number 12: F_max 4.18 eV Å⁻¹.